Entry 1:
C20H28Cl5O6STi | ωB97M-V/def2-TZVPD

Its total charge is +1. The expectation value of S² is 2.01. Its multiplicity is 3. The calculation puts the HOMO energy (spin up / spin down) at -0.38710 / -0.40844 Eh. The electronic energy is -130034.1072 eV. As for the relative energy (zero: lowest compared OMol25 entry of this formula, charge and spin): 25.74 kcal/mol.

Geometry (Å):
Ti1 0.686 0.299 -0.453
Cl1 3.753 -4.830 -1.812
Cl2 1.805 0.994 -2.349
Cl3 2.165 -4.127 -4.381
Cl4 0.051 -1.795 -4.337
Cl5 3.438 -3.146 0.774
S1 -1.955 -1.117 -1.879
O1 -1.287 -0.224 -0.851
O2 1.643 2.588 0.004
O3 -0.266 2.084 1.848
O4 2.146 0.418 1.246
O5 -0.645 2.229 -1.024
O6 -0.214 -0.693 1.508
C1 2.050 -0.406 2.400
C2 1.011 -2.142 -2.953
C3 -1.262 -0.092 2.249
C4 -1.809 -2.808 -1.168
C5 0.031 3.322 -1.630
C6 2.525 -2.720 -0.629
C7 2.658 -3.498 -1.793
C8 -1.653 2.598 -0.106
C9 -2.925 -2.935 -0.151
C10 3.117 1.439 1.431
C11 -1.098 3.057 1.248
C12 1.350 3.655 -0.887
C13 0.934 -1.429 -1.783
C14 -3.727 -0.978 -1.351
C15 -0.858 1.268 2.833
C16 1.933 -3.204 -2.949
C17 1.668 -1.630 -0.673
C18 0.811 -1.309 2.277
C19 3.023 2.416 0.261
C20 -4.155 -2.335 -0.818
H1 -4.993 -2.240 -0.129
H2 2.892 1.971 2.368
H3 -0.473 3.942 1.106
H4 -3.089 -3.970 0.140
H5 -0.632 4.194 -1.676
H6 -4.473 -2.968 -1.647
H7 4.126 1.003 1.485
H8 1.085 -2.222 1.735
H9 3.477 3.376 0.549
H10 0.442 -1.582 3.275
H11 1.982 0.235 3.291
H12 -2.663 -2.363 0.740
H13 -0.815 -2.892 -0.734
H14 -4.332 -0.644 -2.189
H15 1.265 4.585 -0.304
H16 -1.938 3.314 1.906
H17 -3.726 -0.206 -0.582
H18 -1.737 1.757 3.271
H19 -1.915 -3.512 -1.990
H20 -1.600 -0.759 3.054
H21 -2.276 3.399 -0.527
H22 2.150 3.774 -1.625
H23 2.950 -1.029 2.489
H24 0.260 2.992 -2.647
H25 -2.261 1.699 0.028
H26 -0.109 1.135 3.623
H27 -2.067 0.049 1.522
H28 3.526 2.016 -0.632

Entry 2:
C6H12O | ωB97M-V/def2-TZVPD

Its total charge is 0. The calculation puts the HOMO energy (spin up / spin down) at -0.23806 / -0.27457 Eh. The electronic energy is -8459.2005 eV. As for the relative energy (zero: lowest compared OMol25 entry of this formula, charge and spin): 118.84 kcal/mol.

Geometry (Å):
O1 -0.227 -1.251 0.160
C1 -2.012 0.476 -0.668
C2 0.033 0.037 -0.165
C3 -0.889 1.222 -0.169
C4 1.357 0.214 -0.826
C5 2.498 -0.190 0.091
C6 -1.190 -1.255 1.194
H1 3.467 -0.053 -0.406
H2 -2.936 0.581 -0.121
H3 2.369 -1.234 0.359
H4 -0.545 1.838 -1.007
H5 1.378 -0.391 -1.724
H6 -2.102 0.297 -1.718
H7 2.469 0.419 1.000
H8 -0.944 -0.325 1.763
H9 1.557 1.250 -1.107
H10 -2.219 -1.444 0.824
H11 -1.115 1.883 0.669
H12 -0.950 -2.075 1.849

Entry 3:
C39H40ClEuN2P2S | ωB97M-V/def2-TZVPD

Its total charge is +2. The expectation value of S² is 12.19. Its multiplicity is 7. The calculation puts the HOMO energy (spin up / spin down) at -0.49089 / -0.47391 Eh. The electronic energy is -105320.4520 eV.

Geometry (Å):
Eu1 -0.001 -0.016 -0.690
Cl1 0.347 -0.073 -2.984
S1 0.011 -0.016 1.635
P1 -0.030 2.447 -0.699
P2 -0.045 -2.483 -0.585
N1 -1.106 -0.485 3.793
N2 1.086 0.539 3.782
C1 2.955 -5.153 -0.839
C2 1.365 2.965 -1.701
C3 1.179 3.927 -2.692
C4 2.529 -2.526 -1.690
C5 -0.903 3.828 2.997
C6 -3.112 4.815 -1.761
C7 -3.837 4.042 -2.671
C8 2.282 4.406 -3.393
C9 -1.188 -0.977 5.168
C10 0.002 -0.003 3.255
C11 -1.938 -4.480 -3.567
C12 -3.349 -2.610 -2.968
C13 1.182 4.085 1.157
C14 0.088 3.270 0.869
C15 -2.272 2.221 -2.372
C16 1.756 -4.513 -0.533
C17 -0.591 -3.206 0.943
C18 -2.165 -4.534 2.191
C19 0.218 -3.095 2.079
C20 -1.225 -2.939 -1.863
C21 1.227 4.775 2.365
C22 3.722 -3.175 -1.996
C23 -1.544 3.007 -1.463
C24 -3.118 -3.753 -3.736
C25 -1.359 -4.433 3.325
C26 0.188 4.653 3.287
C27 -3.412 2.747 -2.975
C28 -1.967 4.300 -1.158
C29 1.096 1.207 5.083
C30 -0.988 -4.076 -2.632
C31 -1.786 -3.923 1.000
C32 -0.166 -3.706 3.264
C33 3.743 2.958 -2.124
C34 -0.954 3.136 1.795
C35 2.647 2.461 -1.423
C36 3.941 -4.488 -1.572
C37 -2.403 -2.191 -2.036
C38 1.540 -3.204 -0.961
C39 3.563 3.929 -3.112
H1 4.740 2.574 -1.906
H2 0.226 5.197 4.232
H3 -2.560 -1.281 -1.446
H4 -1.904 -0.363 5.735
H5 2.350 -1.503 -2.029
H6 -4.733 4.449 -3.139
H7 4.878 -4.991 -1.809
H8 -1.527 -2.017 5.182
H9 1.413 2.249 4.972
H10 -0.064 -4.635 -2.505
H11 -1.805 2.489 1.574
H12 2.081 5.417 2.584
H13 3.120 -6.176 -0.501
H14 2.137 5.157 -4.171
H15 -4.265 -2.034 -3.101
H16 -3.855 -4.073 -4.473
H17 0.180 4.291 -2.915
H18 -1.930 1.212 -2.616
H19 1.797 0.689 5.754
H20 -1.659 -4.914 4.257
H21 1.149 -2.526 2.038
H22 2.771 1.683 -0.665
H23 1.990 4.187 0.435
H24 0.091 1.219 5.509
H25 -1.718 3.726 3.715
H26 -1.412 4.900 -0.440
H27 -3.975 2.139 -3.684
H28 0.996 -5.030 0.049
H29 -2.413 -4.008 0.113
H30 0.469 -3.621 4.148
H31 -3.097 -5.099 2.232
H32 4.421 4.307 -3.667
H33 1.963 0.694 3.234
H34 -3.439 5.826 -1.517
H35 -1.970 -0.674 3.233
H36 4.489 -2.651 -2.568
H37 3.213 -0.072 -4.332
H38 -1.751 -5.367 -4.172
H39 2.596 -0.083 -4.771
H40 -0.201 -0.949 5.634

Entry 4:
C22H42BF4IN5O7S2SiSn | ωB97M-V/def2-TZVPD

Its total charge is +1. The calculation puts the HOMO energy at -0.38374 Eh. The electronic energy is -100311.5997 eV. As for the relative energy (zero: lowest compared OMol25 entry of this formula, charge and spin): 59.02 kcal/mol.

Geometry (Å):
I1 7.665 -0.914 5.488
Sn1 0.957 -0.055 -0.368
S1 -1.172 1.823 -1.386
S2 -2.818 0.938 -0.579
Si1 -2.070 3.197 -2.986
F1 2.009 -1.350 -2.418
F2 3.845 -0.039 -2.333
F3 2.780 -0.385 -4.331
F4 1.820 0.877 -2.692
O1 -0.770 3.633 -3.780
O2 2.061 0.457 1.484
O3 -2.798 4.270 -2.058
O4 -0.868 -1.526 0.760
O5 1.212 1.166 3.394
O6 -3.032 2.256 -3.844
O7 -1.707 -3.564 1.224
N1 -1.946 1.741 1.897
N2 -1.219 -3.060 -0.874
N3 -4.129 1.079 1.661
N4 -0.604 1.800 1.536
N5 -0.623 -2.265 -1.859
C1 -1.224 -2.642 0.402
C2 3.460 0.386 3.388
C3 -1.643 0.646 -5.008
C4 -4.972 3.796 -1.141
C5 4.511 -0.106 2.619
C6 0.820 4.618 -2.244
C7 -2.920 1.294 1.125
C8 4.825 0.184 5.361
C9 -4.721 5.206 -3.198
C10 5.851 -0.326 4.582
C11 2.155 0.706 2.744
C12 -2.643 2.632 -6.190
C13 0.283 4.602 -3.670
C14 -2.847 1.577 -5.110
C15 1.359 4.171 -4.662
C16 -4.107 4.832 -1.855
C17 -3.896 6.072 -0.985
C18 3.632 0.543 4.763
C19 -0.301 5.956 -4.062
C20 -4.139 0.802 -5.356
C21 5.705 -0.466 3.211
C22 -1.757 -3.208 2.604
B1 2.693 -0.218 -3.011
H1 4.970 0.304 6.424
H2 0.479 6.708 -4.088
H3 1.199 3.632 -1.972
H4 -1.066 6.257 -3.352
H5 -4.852 6.469 -0.656
H6 -4.892 0.825 1.059
H7 -4.979 1.490 -5.406
H8 -1.735 3.192 -5.995
H9 1.631 5.334 -2.174
H10 -0.743 1.214 -4.788
H11 -4.074 0.264 -6.297
H12 -4.561 3.581 -0.158
H13 -3.302 5.820 -0.110
H14 -1.239 -2.191 -2.666
H15 0.933 4.093 -5.659
H16 -0.751 5.882 -5.049
H17 -1.797 -0.084 -4.216
H18 -3.367 6.842 -1.541
H19 2.817 0.939 5.350
H20 -2.178 1.889 2.880
H21 -4.992 2.879 -1.724
H22 -0.335 2.754 1.302
H23 -2.233 -4.042 3.111
H24 4.381 -0.210 1.551
H25 6.515 -0.849 2.611
H26 -1.465 -4.028 -1.055
H27 -5.986 4.164 -1.022
H28 -4.083 5.912 -3.723
H29 -4.322 0.093 -4.554
H30 -5.696 5.660 -3.047
H31 0.267 -2.660 -2.166
H32 -1.494 0.121 -5.946
H33 -4.837 4.322 -3.819
H34 0.029 1.498 2.335
H35 -2.337 -2.295 2.734
H36 1.774 3.207 -4.383
H37 -0.751 -3.044 2.991
H38 2.161 4.903 -4.683
H39 0.032 4.901 -1.549
H40 -3.485 3.319 -6.195
H41 -2.566 2.167 -7.166
H42 -4.289 1.101 2.655

- Which formula does entry 2 have?
  C6H12O

- What is the formula in the third record?
  C39H40ClEuN2P2S

Please write out number 2 again, unchanged.
C6H12O | ωB97M-V/def2-TZVPD

Its total charge is 0. The calculation puts the HOMO energy (spin up / spin down) at -0.23806 / -0.27457 Eh. The electronic energy is -8459.2005 eV. As for the relative energy (zero: lowest compared OMol25 entry of this formula, charge and spin): 118.84 kcal/mol.

Geometry (Å):
O1 -0.227 -1.251 0.160
C1 -2.012 0.476 -0.668
C2 0.033 0.037 -0.165
C3 -0.889 1.222 -0.169
C4 1.357 0.214 -0.826
C5 2.498 -0.190 0.091
C6 -1.190 -1.255 1.194
H1 3.467 -0.053 -0.406
H2 -2.936 0.581 -0.121
H3 2.369 -1.234 0.359
H4 -0.545 1.838 -1.007
H5 1.378 -0.391 -1.724
H6 -2.102 0.297 -1.718
H7 2.469 0.419 1.000
H8 -0.944 -0.325 1.763
H9 1.557 1.250 -1.107
H10 -2.219 -1.444 0.824
H11 -1.115 1.883 0.669
H12 -0.950 -2.075 1.849

- The lowest electronic energy belongs to which entry?
  C20H28Cl5O6STi